1.
Below is a cluster of 2 separate species, C10H16ClN2 in total at a distorted geometry, with properties calculated with ωB97M-V/def2-TZVPD.

- net charge = +1
- energy above the lowest of the compared OMol25 structures with the same formula, charge and spin (kJ/mol) = 108.1
- HOMO energy (eV) = -12.66
- E_tot (Eh) = -960.03269

Last column: natural (NBO) charge in e.
Positions of all 29 atoms, in Å:
Cl1 -4.616 -0.807 0.178  -0.25
N1 -0.484 0.135 -2.229  -0.84
N2 -0.746 1.307 0.551  -0.30
C1 0.805 -1.828 0.352  -0.20
C2 2.008 -2.548 0.266  -0.19
C3 3.273 -0.577 -0.379  -0.19
C4 0.809 -0.487 -0.062  -0.18
C5 -2.113 1.801 0.514  -0.43
C6 -0.470 0.169 -0.053  0.52
C7 2.005 0.064 -0.412  -0.15
C8 -1.469 -0.254 -1.103  -0.30
C9 0.326 1.753 1.574  -0.43
C10 3.286 -1.910 0.007  -0.16
H1 -4.517 -0.648 1.403  0.26
H2 0.065 2.792 1.932  0.24
H3 4.110 -0.048 -0.686  0.23
H4 -0.196 -0.615 -2.911  0.42
H5 2.017 1.151 -0.666  0.21
H6 1.255 1.829 0.972  0.24
H7 0.001 -2.353 0.820  0.23
H8 -1.489 -1.312 -1.071  0.24
H9 -0.826 1.039 -2.599  0.39
H10 -2.239 2.409 1.362  0.23
H11 4.209 -2.408 -0.085  0.23
H12 0.408 0.956 2.405  0.24
H13 -2.879 1.121 0.518  0.23
H14 -2.149 2.495 -0.296  0.22
H15 -2.409 0.271 -1.134  0.24
H16 2.025 -3.499 0.833  0.23

=====

2.
Below is a structure of composition C48H40AsIIrO4P2S4Sb at a distorted geometry, with properties calculated with ωB97M-V/def2-TZVPD.

- net charge = 0
- energy above the lowest of the compared OMol25 structures with the same formula, charge and spin (kJ/mol) = 257.6
- HOMO energy (eV) = -7.23
- E_tot (Eh) = -7307.63240

Last column: Löwdin charge in e.
Positions of all 102 atoms, in Å:
Ir1 0.260 0.383 0.631  0.54
I1 -2.725 0.188 -2.934  1.22
Sb1 3.441 -0.584 1.716  0.61
As1 1.842 6.073 0.188  1.31
S1 0.476 0.140 3.446  0.34
S2 3.904 -2.780 1.937  -0.20
S3 1.635 1.998 1.825  0.57
S4 2.198 -0.520 -0.408  0.02
P1 -1.069 -1.653 -0.375  1.02
P2 -0.739 2.194 -0.405  0.89
O1 -0.761 0.474 2.709  -0.40
O2 0.339 -0.247 4.803  -0.21
O3 1.333 1.466 3.434  -0.67
O4 1.275 -0.800 2.579  -0.64
C1 -0.771 -2.511 1.232  -0.43
C2 -0.046 -2.518 -1.628  -0.40
C3 0.225 2.732 -4.863  -0.07
C4 -5.245 -2.508 -0.624  -0.16
C5 0.379 -1.762 -2.720  -0.20
C6 -1.759 7.601 -1.448  -0.09
C7 0.308 -3.864 -1.579  -0.09
C8 -5.201 -3.814 -0.087  -0.03
C9 0.533 5.527 4.200  -0.07
C10 2.924 5.275 4.141  -0.08
C11 2.917 5.563 2.782  -0.14
C12 -4.035 -1.842 -1.009  -0.20
C13 1.720 5.828 2.118  -0.43
C14 -2.043 8.685 -0.628  -0.09
C15 -3.137 1.233 0.605  -0.13
C16 -1.579 -2.933 3.469  -0.07
C17 -4.459 1.304 1.019  -0.07
C18 1.039 -4.439 -2.612  -0.06
C19 -2.784 -2.455 -0.631  -0.24
C20 -2.818 -3.750 -0.173  -0.09
C21 1.070 -2.343 -3.772  -0.07
C22 -0.931 3.309 -4.348  -0.08
C23 -5.468 -0.094 -1.970  -0.18
C24 -0.636 6.818 -1.204  -0.13
C25 -5.180 2.474 0.827  -0.07
C26 0.361 -3.269 1.509  -0.14
C27 1.730 5.246 4.849  -0.08
C28 -3.250 3.491 -0.201  -0.09
C29 0.529 5.826 2.844  -0.13
C30 -0.076 8.199 0.674  -0.13
C31 -4.237 -0.651 -1.773  -0.63
C32 -6.510 -1.896 -0.814  -0.04
C33 1.042 1.964 -4.046  -0.06
C34 0.204 7.093 -0.126  -0.42
C35 -4.012 -4.453 0.066  -0.05
C36 -0.453 -3.713 3.729  -0.07
C37 -4.572 3.563 0.215  -0.07
C38 -2.514 2.321 -0.013  -0.34
C39 1.399 -3.689 -3.722  -0.07
C40 -6.624 -0.695 -1.440  -0.07
C41 -1.739 -2.343 2.229  -0.13
C42 -1.266 3.130 -3.012  -0.18
C43 -0.160 3.848 0.162  -0.42
C44 -0.441 2.369 -2.187  -0.46
C45 0.712 1.780 -2.708  -0.15
C46 1.182 4.296 -0.418  -0.44
C47 -1.191 8.990 0.428  -0.08
C48 0.509 -3.881 2.750  -0.08
H1 -2.180 3.566 -2.624  0.09
H2 -4.921 0.444 1.493  0.12
H3 0.481 2.877 -5.907  0.11
H4 1.135 4.367 -1.504  0.05
H5 0.044 -4.487 -0.737  0.09
H6 1.944 -4.151 -4.537  0.11
H7 -0.115 3.818 1.247  0.03
H8 -0.408 5.995 -1.876  0.09
H9 0.582 8.442 1.500  0.10
H10 -7.592 -0.237 -1.599  0.11
H11 -3.968 -5.468 0.438  0.11
H12 -2.412 7.363 -2.281  0.10
H13 -0.407 6.067 2.355  0.10
H14 3.859 5.058 4.644  0.10
H15 1.406 -4.458 2.948  0.10
H16 -0.327 -4.170 4.703  0.11
H17 -0.400 5.500 4.749  0.10
H18 -1.397 9.845 1.061  0.10
H19 1.970 3.577 -0.181  0.03
H20 1.937 1.500 -4.447  0.11
H21 1.732 5.014 5.907  0.10
H22 -2.630 -1.756 2.030  0.11
H23 1.358 -1.738 -4.625  0.11
H24 -2.329 -2.787 4.236  0.11
H25 -6.135 -4.299 0.178  0.12
H26 -1.580 3.892 -4.991  0.11
H27 -2.812 4.366 -0.667  0.09
H28 -0.948 4.538 -0.125  0.05
H29 -2.914 9.301 -0.821  0.10
H30 3.848 5.572 2.227  0.09
H31 -1.900 -4.250 0.090  0.10
H32 -5.127 4.482 0.062  0.11
H33 0.188 -0.697 -2.737  0.02
H34 1.341 1.178 -2.062  0.00
H35 -6.209 2.543 1.160  0.11
H36 1.158 -3.357 0.783  0.07
H37 -7.388 -2.423 -0.462  0.11
H38 -2.571 0.332 0.784  0.03
H39 1.328 -5.481 -2.540  0.11
H40 -5.557 0.801 -2.574  0.09

=====

3.
Below is the ion C8H19N2Si with charge +1 at a distorted geometry, with properties calculated with ωB97M-V/def2-TZVPD.

- net charge = +1
- energy above the lowest of the compared OMol25 structures with the same formula, charge and spin (kJ/mol) = 510.7
- HOMO energy (alpha / beta) (eV) = -12.29 / -12.54
- E_tot (Eh) = -714.81641

Last column: natural (NBO) charge in e.
Positions of all 30 atoms, in Å:
Si1 -1.575 0.372 -0.014  1.75
N1 2.388 -0.150 0.466  -0.39
N2 0.104 0.044 -0.123  -0.86
C1 2.656 0.674 -0.690  -0.18
C2 -2.174 -0.684 1.567  -1.04
C3 -2.433 -0.205 -1.654  -1.11
C4 1.757 1.009 -1.537  0.08
C5 2.374 0.852 1.586  -0.45
C6 1.052 -0.920 0.254  0.12
C7 1.305 -2.151 -0.690  -0.63
C8 -1.945 2.199 0.096  -1.16
H1 -1.849 -0.078 2.428  0.24
H2 2.463 0.541 2.701  0.26
H3 -2.706 0.625 -2.328  0.25
H4 1.857 -2.970 -0.122  0.23
H5 0.741 -1.272 1.198  0.24
H6 -3.193 -0.889 1.510  0.25
H7 3.269 1.437 1.618  0.24
H8 1.216 1.353 -2.374  0.26
H9 1.862 -1.755 -1.483  0.22
H10 -3.047 2.340 -0.240  0.26
H11 3.638 1.187 -0.698  0.27
H12 3.229 -0.752 0.475  0.45
H13 -1.699 -1.710 1.625  0.23
H14 1.493 1.429 1.325  0.26
H15 0.347 -2.357 -1.055  0.25
H16 -1.661 -0.854 -2.105  0.23
H17 -1.782 2.525 1.160  0.24
H18 -3.319 -0.856 -1.386  0.25
H19 -1.421 2.946 -0.550  0.26

=====

4.
Below is a cluster of 2 separate species, C4H12 in total at a distorted geometry, with properties calculated with ωB97M-V/def2-TZVPD.

- SMILES = CC.CC
- net charge = 0
- energy above the lowest of the compared OMol25 structures with the same formula, charge and spin (kJ/mol) = 117.6
- HOMO energy (eV) = -11.10
- E_tot (Eh) = -159.54017

Last column: natural (NBO) charge in e.
Positions of all 16 atoms, in Å:
C1 -0.443 1.962 0.730  -0.62
C2 0.867 1.556 1.532  -0.60
C3 -0.786 -1.333 -0.858  -0.61
C4 0.481 -2.128 -1.293  -0.64
H1 -1.515 -1.400 -1.650  0.20
H2 -1.214 -1.533 0.100  0.21
H3 1.702 2.184 1.310  0.20
H4 1.198 -1.390 -1.701  0.21
H5 1.131 0.522 1.272  0.20
H6 0.152 -2.554 -2.255  0.20
H7 -0.991 2.811 1.181  0.20
H8 0.791 -3.032 -0.763  0.22
H9 -0.344 -0.315 -0.894  0.21
H10 -0.994 1.006 1.060  0.20
H11 -0.502 2.074 -0.336  0.21
H12 0.467 1.568 2.564  0.21

=====

5.
Below is a cluster of 2 separate species, C3H4S in total at a distorted geometry, with properties calculated with ωB97M-V/def2-TZVPD.

- net charge = 0
- energy above the lowest of the compared OMol25 structures with the same formula, charge and spin (kJ/mol) = 408.6
- HOMO energy (eV) = -9.45
- E_tot (Eh) = -514.68692

Last column: natural (NBO) charge in e.
Positions of all 8 atoms, in Å:
S1 0.483 -2.095 0.047  0.12
C1 0.970 -0.498 -0.341  -0.42
C2 -0.899 0.753 -0.197  -0.12
C3 -1.721 1.560 0.069  -0.42
H1 1.870 -0.047 0.294  0.25
H2 -2.334 2.507 0.065  0.24
H3 0.513 -1.850 1.406  0.14
H4 1.118 -0.330 -1.342  0.20